1.
The following is a DFT calculation (wB97M-V/def2-TZVPD) of an isolated molecule of C4H7N.

The calculation puts the LUMO energy at -0.5 eV. Its energy above the lowest of the compared OMol25 structures with the same formula, charge and spin is 117.9 kcal/mol. The net charge is 0.

Geometry (Å):
C  -1.749  0.074  -0.829
C  -1.358  0.235  0.566
C  -0.018  -0.379  0.500
N  1.091  0.370  0.212
C  2.127  -0.219  -0.237
H  -1.061  1.245  0.209
H  -2.591  -0.566  -1.100
H  -1.509  0.773  -1.616
H  -1.874  0.327  1.516
H  0.056  -1.463  0.355
H  2.206  -1.305  -0.166
H  2.918  0.395  -0.647

Formally, the Mulliken partial charges of the atoms, in units of the elementary charge, are as follows: C -0.800; C -0.397; C -0.045; N -0.408; C -0.237; H 0.214; H 0.247; H 0.262; H 0.411; H 0.269; H 0.215; H 0.270

2.
The following is a DFT calculation (wB97M-V/def2-TZVPD) of a cluster of 2 separate species, C4H7N in total.

The calculation puts the LUMO energy at 0.6 eV. Its energy above the lowest of the compared OMol25 structures with the same formula, charge and spin is 88.7 kcal/mol. Its structure (SMILES) is C=C=N.C=C. The net charge is 0.

Geometry (Å):
C  -0.218  1.058  0.412
C  -1.366  0.615  0.993
C  0.559  -0.917  -0.456
C  1.742  -0.681  -1.060
N  -2.507  0.211  0.960
H  -3.212  0.421  1.658
H  -0.268  1.688  -0.467
H  0.595  1.303  1.081
H  -0.272  -1.279  -1.048
H  0.499  -1.348  0.567
H  2.611  -0.359  -0.504
H  1.838  -0.712  -2.136

Formally, the Mulliken partial charges of the atoms, in units of the elementary charge, are as follows: C -0.968; C 0.524; C -0.566; C -0.554; N -0.430; H 0.289; H 0.314; H 0.319; H 0.298; H 0.287; H 0.248; H 0.240

3.
The following is a DFT calculation (wB97M-V/def2-TZVPD) of an isolated molecule of C4H7N.

The calculation puts the LUMO energy at 1.1 eV. Its energy above the lowest of the compared OMol25 structures with the same formula, charge and spin is 29.4 kcal/mol. Its structure (SMILES) is C1=CCNC1. The net charge is 0.

Geometry (Å):
C  0.151  -0.750  0.938
C  0.440  1.046  -0.471
C  -0.857  0.361  -0.781
C  -1.054  -0.639  0.040
H  -0.032  -0.438  2.002
H  0.538  -1.807  1.001
H  1.487  -0.693  -0.509
H  0.871  1.439  -1.384
H  0.269  1.880  0.334
H  -1.522  0.699  -1.503
H  -2.024  -1.142  -0.006
N  1.191  -0.006  0.244

Formally, the Mulliken partial charges of the atoms, in units of the elementary charge, are as follows: C -0.618; C -0.434; C -0.491; C -0.150; H 0.229; H 0.274; H 0.303; H 0.329; H 0.194; H 0.467; H 0.346; N -0.450

4.
The following is a DFT calculation (wB97M-V/def2-TZVPD) of an isolated molecule of C4H7N.

The calculation puts the LUMO energy at 1.1 eV. Its energy above the lowest of the compared OMol25 structures with the same formula, charge and spin is 63.8 kcal/mol. Its structure (SMILES) is C=C1N[C@@H]1C. The net charge is 0.

Geometry (Å):
C  -0.620  -0.578  0.364
C  -1.875  -0.601  0.876
C  0.458  -0.281  -0.690
C  1.136  1.043  -0.685
N  0.647  -1.007  0.557
H  -2.180  -1.143  1.711
H  -2.660  -0.232  0.253
H  0.214  -0.905  -1.547
H  2.242  1.033  -0.780
H  0.740  1.547  0.285
H  0.788  1.687  -1.592
H  1.109  -0.563  1.248

Formally, the Mulliken partial charges of the atoms, in units of the elementary charge, are as follows: C 0.109; C -0.921; C 0.350; C -1.055; N -0.525; H 0.310; H 0.227; H 0.386; H 0.296; H 0.309; H 0.257; H 0.257

5.
The following is a DFT calculation (wB97M-V/def2-TZVPD) of a cluster of 2 separate species, C4H7N2 in total.

The calculation puts the LUMO energy (alpha / beta) at -4.7 / -4.7 eV. Its energy above the lowest of the compared OMol25 structures with the same formula, charge and spin is 192.6 kcal/mol. The net charge is +1.

Geometry (Å):
C  -1.574  -0.623  -0.295
C  -0.376  -1.527  0.080
C  -0.107  1.099  0.465
C  -1.361  0.765  -0.267
N  -2.499  0.008  0.345
N  0.554  -0.299  0.237
H  -0.494  -1.959  1.135
H  -0.133  -2.234  -0.750
H  0.340  1.875  -0.157
H  -0.147  1.379  1.472
H  -1.591  2.120  -1.620
H  1.362  -0.408  0.889
H  0.966  -0.140  -0.687

Formally, the Mulliken partial charges of the atoms, in units of the elementary charge, are as follows: C 0.321; C -0.459; C -0.332; C -0.155; N -0.403; N -0.274; H 0.318; H 0.325; H 0.287; H 0.362; H 0.246; H 0.373; H 0.392

6.
The following is a DFT calculation (wB97M-V/def2-TZVPD) of a cluster of 2 separate species, C4H7N2 in total.

The calculation puts the LUMO energy at -4.8 eV. Its energy above the lowest of the compared OMol25 structures with the same formula, charge and spin is 71.6 kcal/mol. The net charge is +1.

Geometry (Å):
C  -2.637  -0.531  0.416
C  0.780  -1.295  0.450
C  0.799  -0.557  -0.624
C  1.025  0.842  -0.581
N  -1.831  0.277  0.261
N  0.390  1.670  0.118
H  -3.145  -1.415  0.478
H  0.728  -2.330  0.386
H  1.044  -0.871  1.366
H  0.815  -1.053  -1.593
H  1.956  1.105  -1.278
H  0.681  2.655  0.289
H  -0.606  1.503  0.312

Formally, the Mulliken partial charges of the atoms, in units of the elementary charge, are as follows: C -0.081; C -0.690; C -0.270; C 0.281; N -0.354; N -0.179; H 0.354; H 0.331; H 0.285; H 0.338; H 0.320; H 0.287; H 0.376

7.
The following is a DFT calculation (wB97M-V/def2-TZVPD) of a structure of composition C4H7N2.

The calculation puts the LUMO energy (alpha / beta) at -6.1 / -6.0 eV. Its energy above the lowest of the compared OMol25 structures with the same formula, charge and spin is 210.6 kcal/mol. The net charge is +1.

Geometry (Å):
C  1.214  -0.571  0.409
C  0.130  -1.476  -0.015
C  -1.767  -1.161  0.363
C  0.563  1.876  -0.246
N  0.615  0.463  -0.192
N  -0.293  -0.421  -0.863
H  2.315  -0.736  0.641
H  0.257  -2.489  -0.050
H  -2.143  -0.295  0.885
H  -2.235  -2.020  -0.196
H  1.467  2.424  0.037
H  0.310  2.297  -1.255
H  -0.434  2.108  0.484

Formally, the Mulliken partial charges of the atoms, in units of the elementary charge, are as follows: C 0.011; C -0.320; C -0.331; C -0.621; N 0.397; N -0.444; H 0.339; H 0.470; H 0.320; H 0.308; H 0.315; H 0.276; H 0.278

8.
The following is a DFT calculation (wB97M-V/def2-TZVPD) of the ion C4H7N2 with charge +1.

The calculation puts the LUMO energy (alpha / beta) at -6.0 / -4.9 eV. Its energy above the lowest of the compared OMol25 structures with the same formula, charge and spin is 188.8 kcal/mol. The net charge is +1.

Geometry (Å):
C  0.233  1.143  -0.905
C  -0.558  1.334  0.274
C  -0.137  -1.264  -0.181
C  0.361  -0.283  -1.185
N  1.205  -1.189  -0.731
N  -0.395  -0.489  1.043
H  0.083  1.724  -1.804
H  1.270  1.338  -0.804
H  -1.669  1.292  0.258
H  -0.686  -2.189  -0.153
H  2.000  -1.318  -0.245
H  0.245  -0.371  1.858
H  -1.324  -0.872  1.517

Formally, the Mulliken partial charges of the atoms, in units of the elementary charge, are as follows: C -0.247; C -0.304; C -0.203; C 0.197; N -0.239; N -0.504; H 0.407; H 0.254; H 0.284; H 0.416; H 0.229; H 0.337; H 0.373

9.
The following is a DFT calculation (wB97M-V/def2-TZVPD) of the ion C4H7N2 with charge +1.

The calculation puts the LUMO energy at -5.6 eV. Its energy above the lowest of the compared OMol25 structures with the same formula, charge and spin is 64.4 kcal/mol. Its structure (SMILES) is C/[NH+]=C/CC#N. The net charge is +1.

Geometry (Å):
C  1.465  0.119  0.922
C  2.239  0.338  -0.351
C  0.089  0.417  0.462
C  -1.949  -0.255  -0.662
N  3.003  0.350  -1.203
N  -0.692  -0.472  -0.049
H  1.719  0.995  1.663
H  1.849  -0.832  1.262
H  -0.301  1.446  0.357
H  -2.176  0.747  -1.080
H  -1.995  -0.983  -1.460
H  -2.744  -0.457  0.106
H  -0.508  -1.412  0.033

Formally, the Mulliken partial charges of the atoms, in units of the elementary charge, are as follows: C -0.198; C 0.082; C -0.030; C -0.750; N -0.249; N -0.033; H 0.284; H 0.287; H 0.378; H 0.330; H 0.301; H 0.334; H 0.264

10.
The following is a DFT calculation (wB97M-V/def2-TZVPD) of the ion C4H7N2 with charge +1.

The calculation puts the LUMO energy at -4.5 eV. Its energy above the lowest of the compared OMol25 structures with the same formula, charge and spin is 58.5 kcal/mol. Its structure (SMILES) is Cc1c[nH]c[nH+]1. The net charge is +1.

Geometry (Å):
C  -0.138  1.490  1.197
C  0.040  0.504  0.111
C  1.180  -0.321  -0.116
N  0.729  -1.444  -0.796
C  -0.612  -1.314  -1.127
N  -1.091  -0.293  -0.309
H  0.350  2.408  0.859
H  -1.272  1.678  1.777
H  0.532  1.075  1.877
H  2.265  -0.030  0.243
H  1.258  -2.277  -1.064
H  -1.185  -1.515  -2.060
H  -2.055  0.039  -0.593

Formally, the Mulliken partial charges of the atoms, in units of the elementary charge, are as follows: C -0.981; C 0.356; C -0.286; N -0.051; C -0.139; N -0.129; H 0.318; H 0.331; H 0.315; H 0.347; H 0.258; H 0.331; H 0.329